Below is the molecule C6H10, with properties calculated with wB97M-V/def2-TZVPD.

energy above the lowest of the compared OMol25 structures with the same formula, charge and spin: 32.8 kcal per mole
structure (SMILES): CC#CCCC
HOMO: -9.30 eV
E: -234.550184 Ha

Geometry as XYZ:
```
16
Properties=species:S:1:pos:R:3:forces:R:3:mulliken_charge:R:1
C -1.7242 0.1934 0.8371 0.1 0.0 0.1 -1.114
C -1.7956 0.1886 -0.6815 -0.2 0.0 -0.2 -0.327
C -0.4368 0.3981 -1.3646 0.0 0.2 -0.1 -0.690
C 0.6850 -0.2627 -0.7030 0.4 -0.1 0.2 -0.215
C 1.6413 -0.5930 -0.0513 -0.3 0.3 -0.2 0.581
C 2.7977 -0.6166 0.8385 0.2 0.0 0.2 -1.111
H -1.1474 -0.6649 1.1935 -0.1 0.1 0.0 0.294
H -2.7192 0.1529 1.2929 0.1 0.0 -0.1 0.349
H -1.2228 1.0999 1.1921 -0.1 -0.1 0.0 0.292
H -2.4401 1.0026 -1.0274 -0.1 -0.1 0.0 0.265
H -2.2528 -0.7453 -1.0243 0.1 0.1 0.0 0.278
H -0.4896 0.1327 -2.4255 0.0 0.0 0.1 0.316
H -0.1977 1.4732 -1.3337 -0.1 -0.2 0.0 0.247
H 3.3678 -1.5476 0.8782 -0.2 0.0 -0.2 0.308
H 3.4828 0.1778 0.5285 0.0 -0.1 0.1 0.268
H 2.4517 -0.3892 1.8505 0.2 0.0 0.0 0.260
```
Forces are in eV/Å.

=====

Below is the molecule C6H10, with properties calculated with wB97M-V/def2-TZVPD.

energy above the lowest of the compared OMol25 structures with the same formula, charge and spin: 0.3 kcal per mole
structure (SMILES): CC1=CCCC1
HOMO: -8.74 eV
E: -234.602033 Ha

Geometry as XYZ:
```
16
Properties=species:S:1:pos:R:3:forces:R:3:mulliken_charge:R:1
C -0.3579 1.0086 1.9545 0.0 0.0 0.0 -1.336
C -0.2182 0.3005 0.6423 -0.1 -0.1 -0.1 0.561
C -1.1521 -0.3942 -0.0059 0.1 0.1 0.1 -0.474
C -0.6556 -0.9895 -1.2997 -0.1 -0.1 0.0 -0.540
C 0.8135 -0.5039 -1.3970 0.1 0.0 -0.1 -0.579
C 1.0946 0.3040 -0.1067 0.1 0.0 0.0 -0.507
H -0.0949 2.0694 1.8556 0.0 -0.1 0.0 0.303
H -1.3781 0.9422 2.3449 0.1 0.0 -0.1 0.311
H 0.3230 0.5834 2.7035 -0.1 0.1 -0.1 0.294
H -2.1707 -0.5281 0.3552 0.2 0.0 -0.1 0.370
H -0.7124 -2.0871 -1.2902 -0.1 0.2 0.0 0.264
H -1.2567 -0.6561 -2.1563 0.1 -0.1 0.1 0.282
H 1.5009 -1.3501 -1.4925 -0.1 0.1 0.0 0.262
H 0.9541 0.1160 -2.2874 0.0 -0.1 0.1 0.250
H 1.4208 1.3299 -0.3254 0.0 -0.1 0.1 0.272
H 1.8899 -0.1449 0.5050 -0.1 0.1 -0.1 0.268
```
Forces are in eV/Å.

=====

Below is the molecule C6H10BNO3 in a non-equilibrium geometry, with properties calculated with wB97M-V/def2-TZVPD.

energy above the lowest of the compared OMol25 structures with the same formula, charge and spin: 0.0 kcal per mole
structure (SMILES): CO[C@@H]1N=CC=C[C@H]1B(O)O
HOMO: -9.17 eV
E: -539.990220 Ha

Geometry as XYZ:
```
21
Properties=species:S:1:pos:R:3:forces:R:3:mulliken_charge:R:1
B -1.4014 0.9470 1.3034 0.6 2.2 -0.8 0.532
C -1.1382 -0.3115 -1.7606 1.3 0.9 2.3 -0.577
C -0.9188 0.8767 -1.1532 -0.2 -1.6 -0.6 -0.724
C -0.6253 -1.4949 -1.0531 -1.4 -1.4 -1.1 -0.221
C -0.2430 0.9253 0.1778 -0.9 0.0 0.1 -0.121
C 0.6869 -0.2602 0.2793 2.8 0.8 1.7 0.320
C 3.0400 -0.7310 -0.2645 -1.8 -1.8 -1.4 -0.765
N 0.1853 -1.5441 -0.1055 0.8 0.6 1.1 -0.572
O -1.5978 -0.0664 2.1709 0.8 -0.6 -0.9 -0.530
O -2.1594 2.1656 1.3796 0.2 -2.5 0.0 -0.532
O 1.8573 0.0374 -0.5321 -0.1 0.0 0.6 -0.360
H -1.5874 -0.4062 -2.6930 -0.8 -0.2 -1.4 0.481
H -1.1888 1.7840 -1.6256 -0.5 0.8 -0.3 0.503
H -0.9366 -2.5104 -1.2801 -0.6 0.1 -0.9 0.463
H 0.2521 1.9104 0.2333 0.3 -0.6 0.2 0.311
H 1.0439 -0.3480 1.3424 -0.3 0.0 -0.8 0.388
H 3.6897 -0.5055 -1.0676 0.8 0.5 -0.9 0.309
H 2.8176 -1.8563 -0.4486 0.4 1.7 1.1 0.297
H 3.5691 -0.4536 0.6282 -0.2 -0.2 0.9 0.274
H -2.3775 0.0292 2.6836 -1.0 0.0 1.0 0.272
H -2.9677 1.8123 1.7853 -0.2 1.0 0.1 0.255
```
Forces are in eV/Å.

=====

Below is a structure of composition C6H10Br2ClNO2S in a non-equilibrium geometry, with properties calculated with wB97M-V/def2-TZVPD.

energy above the lowest of the compared OMol25 structures with the same formula, charge and spin: 0.0 kcal per mole
HOMO: -9.82 eV
E: -6446.187267 Ha

Geometry as XYZ:
```
23
Properties=species:S:1:pos:R:3:forces:R:3:mulliken_charge:R:1
C -1.7604 0.6030 1.2334 -1.5 3.0 -0.5 -0.713
C -1.7670 0.2079 -0.2451 -0.4 -1.5 -0.9 -0.175
C -0.3429 0.8029 1.7706 1.0 0.8 0.1 -0.273
C -1.0943 -1.1749 -0.1830 -1.7 -1.3 0.7 -1.163
C 0.4927 -0.4970 1.4983 -0.1 1.5 3.1 -0.791
C 2.1188 0.8998 -2.2058 1.6 0.5 0.0 0.263
N 0.2389 -1.0943 0.2609 2.3 0.2 -2.3 0.230
O 0.8715 -2.2444 -1.7591 0.6 0.3 -0.4 -0.513
O 0.9891 0.3440 -1.9228 -0.1 0.3 -0.7 -0.335
S 1.3963 -1.2147 -0.8932 -1.3 -1.0 0.9 0.665
Cl 2.2455 2.2916 -3.4224 -0.8 -1.2 1.1 -0.124
Br 2.9257 1.5775 -0.4561 0.0 0.3 -0.3 -0.122
Br 3.4604 -0.4836 -2.8455 0.0 0.5 -0.4 -0.121
H -2.3200 1.6420 1.2638 0.8 -2.1 0.6 0.283
H -2.2837 -0.1877 1.8127 0.1 0.8 -0.2 0.300
H -2.8167 -0.0182 -0.7161 1.8 1.0 1.0 0.292
H -1.1337 0.9107 -0.8731 -1.1 -0.8 0.6 0.221
H 0.2175 1.6448 1.2739 -0.9 -0.6 0.2 0.226
H -0.4057 1.1011 2.8815 0.4 -0.8 -1.6 0.301
H -1.5607 -1.7779 0.6450 -0.3 0.5 -0.8 0.475
H -1.1162 -1.8429 -1.0370 -0.2 0.4 -0.4 0.386
H 1.5859 -0.3265 1.6597 -0.9 -0.3 -0.1 0.367
H 0.0592 -1.1632 2.2594 0.7 -0.4 0.0 0.322
```
Forces are in eV/Å.

=====

Below is a structure of composition C6H10Br3N2 in a non-equilibrium geometry, with properties calculated with wB97M-V/def2-TZVPD.

charge: +1
energy above the lowest of the compared OMol25 structures with the same formula, charge and spin: 40.5 kcal per mole
HOMO (alpha / beta): -12.85 / -13.49 eV
E: -8065.767209 Ha

Geometry as XYZ:
```
21
Properties=species:S:1:pos:R:3:forces:R:3:mulliken_charge:R:1
C 1.1334 0.2116 1.1592 0.1 0.0 0.2 -0.382
C 0.5130 1.4007 -0.8086 0.0 0.2 -0.3 -0.492
C 0.9310 -1.1668 0.4919 0.7 -0.2 0.8 -0.501
C 0.4389 0.0462 -1.5509 0.3 0.6 -0.7 -0.532
C -1.1308 0.7404 0.7348 -0.4 0.0 2.4 -0.705
C -1.4007 -0.5538 0.0017 -1.5 -0.8 -0.2 0.307
N 0.2002 1.1613 0.5912 -0.1 0.4 0.3 0.022
N -0.0778 -0.9741 -0.5841 -0.1 -0.5 -0.3 -0.153
Br -2.4284 2.1136 0.6109 0.2 -0.2 0.1 0.042
Br -2.0966 -2.0538 1.1127 0.3 0.7 -0.5 0.034
Br -2.6989 -0.3961 -1.5168 0.7 -0.2 0.6 0.056
H 0.9434 0.1612 2.2335 0.1 -0.1 -0.1 0.345
H 2.1413 0.5962 0.9982 0.0 -0.1 0.0 0.323
H 1.5073 1.8445 -0.8776 -0.1 -0.1 0.0 0.382
H -0.2043 2.1183 -1.2111 0.1 -0.1 0.0 0.302
H 1.8512 -1.5433 0.0451 -0.2 0.0 -0.2 0.396
H 0.5643 -1.9111 1.1998 0.0 0.1 -0.2 0.263
H -0.2229 0.0987 -2.4147 0.0 -0.2 0.2 0.331
H 1.4200 -0.2880 -1.8904 -0.1 -0.2 0.1 0.386
H -1.1617 0.2539 2.7555 0.0 0.5 -2.3 0.225
H -0.2219 -1.8596 -1.0804 -0.1 0.1 0.1 0.350
```
Forces are in eV/Å.

=====

Below is a structure of composition C6H10Br6O3 in a non-equilibrium geometry, with properties calculated with wB97M-V/def2-TZVPD.

HOMO: -10.14 eV
E: -15904.399686 Ha

Geometry as XYZ:
```
25
Properties=species:S:1:pos:R:3:forces:R:3:mulliken_charge:R:1
C -4.5007 -0.4298 -1.0317 -0.5 1.0 0.3 -0.344
Br -4.7231 -0.7825 -2.8571 -0.5 -0.4 -1.2 -0.016
Br -3.8954 1.4137 -0.8660 -0.2 0.2 0.3 -0.069
Br -3.1872 -1.5642 -0.3196 0.3 -0.7 0.7 0.032
H -5.4816 -0.5031 -0.5285 0.8 -0.1 -0.2 0.374
C 0.3076 -1.9789 1.4693 0.3 0.7 0.8 0.204
Br 1.3863 -0.9544 2.7613 0.0 -0.3 -0.3 -0.085
Br -1.2171 -2.6406 2.4420 -0.1 0.0 -0.3 -0.065
Br 1.2980 -3.3675 0.6559 0.2 -0.4 -0.2 -0.034
H 0.0584 -1.2491 0.7050 -0.4 -0.3 0.2 -0.044
C 3.0612 -0.7455 -1.6876 -0.8 -0.8 0.6 -1.075
C 2.5790 0.5857 -1.1513 0.4 -0.7 0.6 -0.289
O 1.3723 0.3708 -0.4167 -0.9 -1.6 -0.5 -0.194
C 0.9639 1.2705 0.4373 0.8 2.5 0.3 0.618
O 1.6565 2.2490 0.7400 -2.2 -1.7 0.1 -0.609
O -0.3202 0.9652 0.8035 2.1 0.5 -0.5 -0.009
C -0.9981 1.9462 1.5980 -0.2 -0.5 -0.5 -0.700
H 2.3081 -1.2211 -2.3375 0.1 0.2 0.4 0.284
H 3.3553 -1.4679 -0.8937 -0.3 0.6 -0.4 0.201
H 3.9100 -0.5984 -2.3083 0.9 0.3 -0.5 0.441
H 2.3616 1.2496 -1.9665 -0.1 0.6 -0.3 0.249
H 3.2790 1.0188 -0.4503 0.4 0.3 -0.2 0.352
H -1.1433 2.8402 1.0016 0.2 0.3 0.1 0.299
H -0.4655 2.1390 2.5338 -0.3 -0.1 -0.2 0.291
H -1.9649 1.4542 1.6671 -0.1 0.3 0.8 0.190
```
Forces are in eV/Å.

=====

Below is the molecule C6H10BrF in a non-equilibrium geometry, with properties calculated with wB97M-V/def2-TZVPD.

2S+1: 3
HOMO (alpha / beta): -4.73 / -9.78 eV
E: -2908.231880 Ha

Geometry as XYZ:
```
18
Properties=species:S:1:pos:R:3:forces:R:3:mulliken_spin:R:1
C 0.4755 0.0153 1.5724 0.3 -0.1 -3.4 0.074
C 0.1368 0.3521 0.0794 -0.7 -0.9 3.6 0.191
C 1.3232 1.0502 0.8939 0.3 -3.0 -1.0 0.596
C -1.1221 1.1810 -0.0084 1.1 0.5 -5.6 0.025
C -0.6524 -1.7050 -1.1976 -3.2 0.0 -1.8 0.020
C 0.4860 -0.7363 -0.8932 0.0 1.8 -1.5 0.004
F 2.5779 0.6804 0.5772 0.3 -0.6 -0.4 0.035
Br 1.4210 2.9304 1.4803 0.0 4.2 1.3 1.035
H -0.1722 0.4115 2.2652 -1.3 0.7 1.7 -0.002
H 0.9139 -0.9371 1.7547 0.4 -0.6 0.2 0.000
H -1.4939 1.5710 0.8575 -0.6 1.0 2.4 -0.002
H -1.8897 0.5118 -0.4496 0.2 0.5 0.2 0.007
H -0.9672 2.0808 -0.7966 -0.5 -2.0 1.7 0.004
H -1.6244 -1.5313 -0.6090 1.8 -0.5 0.0 0.003
H -0.3250 -2.7703 -1.1169 -0.4 0.9 -0.1 -0.004
H -1.1872 -1.5629 -2.2253 1.6 -0.3 1.3 0.001
H 0.9461 -0.1568 -1.8013 -0.7 -1.8 1.2 0.007
H 1.1537 -1.3846 -0.3827 1.5 0.0 0.0 0.005
```
Forces are in eV/Å.

=====

Below is the molecule C6H10BrN in a non-equilibrium geometry, with properties calculated with wB97M-V/def2-TZVPD.

energy above the lowest of the compared OMol25 structures with the same formula, charge and spin: 24.8 kcal per mole
structure (SMILES): C=CN(C)/C=C(/C)Br
HOMO: -7.49 eV
E: -2863.272405 Ha

Geometry as XYZ:
```
18
Properties=species:S:1:pos:R:3:forces:R:3:mulliken_charge:R:1
C -0.3615 -2.7409 0.4095 2.0 0.1 1.2 -1.209
C 0.1495 -1.5321 0.4991 1.2 1.3 2.8 0.318
C 0.3074 0.8074 0.0236 5.6 1.6 1.3 0.099
C 1.8129 0.9688 0.1004 -5.7 -1.7 -0.3 -0.086
C 2.6897 1.9669 0.7806 1.8 -2.0 -2.1 -1.161
C -1.4674 -0.4672 -0.9526 3.0 -1.9 0.2 -1.324
N -0.3612 -0.3950 -0.0176 -0.1 2.5 -1.0 0.037
Br 2.8640 -0.5987 -0.3461 0.0 0.4 -0.2 -0.141
H 0.1593 -3.4163 1.0591 -0.4 -0.8 -0.1 0.225
H -1.0860 -2.9764 -0.2795 -1.5 -0.9 -1.3 0.363
H 0.9288 -1.2225 1.2795 -1.1 -1.1 -1.2 0.367
H -0.3238 1.7313 0.1147 0.7 -1.0 -0.1 0.351
H 3.1496 1.4210 1.6256 0.2 0.6 -0.4 0.287
H 3.4346 2.3227 0.0015 -0.3 -0.6 1.2 0.281
H 2.2360 2.8097 1.1164 -1.8 2.4 1.1 0.414
H -0.9311 -0.8019 -1.8448 -1.2 -0.5 -0.5 0.374
H -2.1420 -1.1113 -0.4766 -1.4 -1.2 -0.2 0.367
H -1.8662 0.4520 -1.1204 -1.2 2.7 -0.4 0.437
```
Forces are in eV/Å.

=====

Below is a cluster of 2 separate species, C6H10BrN3S in total in a non-equilibrium geometry, with properties calculated with wB97M-V/def2-TZVPD.

HOMO: -8.81 eV
E: -3370.924443 Ha

Geometry as XYZ:
```
21
Properties=species:S:1:pos:R:3:forces:R:3:mulliken_charge:R:1
C 1.8094 -0.7082 -0.4236 -4.8 -2.0 0.4 0.251
C 4.0526 -0.5354 -0.0028 0.3 1.3 -1.5 0.334
C -2.6400 -0.6317 0.1493 -0.7 2.8 3.4 -1.535
C -0.6780 1.1659 -0.3052 -6.0 -1.8 -0.3 -1.074
C -0.4324 -1.3015 -0.5002 3.8 1.4 1.3 -0.726
C -1.1403 -0.2069 0.2028 0.1 -2.6 4.4 0.756
N 2.4384 -0.5203 -1.5157 -1.2 0.1 0.2 -0.282
N 3.7283 -0.3549 -1.2628 2.6 0.1 0.6 -0.500
N 5.2935 -0.1898 0.5141 0.5 -0.4 0.3 -0.521
S 2.7374 -0.8633 1.0161 -0.8 0.0 -0.1 -0.162
Br -0.5647 -3.0957 -0.0186 0.0 -0.1 0.1 -0.040
H -2.9339 -0.5044 -0.8250 -1.2 0.0 -2.5 0.445
H -3.3790 0.0137 0.8229 1.8 -0.7 -1.4 0.294
H -2.8643 -1.5992 0.5403 0.4 -0.9 -0.1 0.458
H -1.3577 1.2815 -1.2304 1.5 0.7 1.2 0.286
H 0.2907 0.9975 -0.4747 3.8 0.4 -1.0 0.343
H -0.9283 1.8005 0.5166 0.1 1.1 0.0 0.333
H -0.4270 -1.0872 -1.4988 0.1 -0.4 -2.9 0.555
H -0.8130 -0.4257 1.3384 -0.7 1.1 -2.0 0.229
H 5.7820 0.5149 -0.0201 -0.2 0.0 -0.3 0.274
H 5.8590 -1.0164 0.5343 0.6 -0.3 0.3 0.283
```
Forces are in eV/Å.

=====

Below is the molecule C6H10Cl2N2Si in a non-equilibrium geometry, with properties calculated with wB97M-V/def2-TZVPD.

2S+1: 3
HOMO (alpha / beta): -5.99 / -9.53 eV
E: -1553.790132 Ha

Geometry as XYZ:
```
21
Properties=species:S:1:pos:R:3:forces:R:3:mulliken_spin:R:1
C -0.9260 -1.3429 0.2537 1.1 2.6 1.6 -0.005
C -2.9245 -2.8791 0.8878 3.8 -5.2 0.4 0.810
C -3.2187 -1.6969 1.3898 0.6 5.4 0.0 0.700
C 0.1425 2.2595 -1.1871 0.3 -1.7 0.6 0.002
C 1.8825 -0.3184 -1.4697 -0.1 2.0 0.6 0.000
C 1.8301 1.3282 1.3073 -1.9 -1.1 0.9 0.004
N -1.7835 -1.9542 1.1470 -5.4 -0.9 0.2 0.173
N -0.5733 -0.1377 0.3467 -1.2 -0.4 0.8 0.097
Si 0.8176 0.7046 -0.1728 0.8 1.1 -1.9 0.002
Cl -3.1210 -4.1859 -0.1288 -0.3 0.3 -1.0 0.107
Cl -4.2818 -0.6700 2.1067 0.0 0.1 0.5 0.114
H -0.3126 -2.0034 -0.2242 1.2 -2.3 -1.9 -0.004
H -0.8368 2.1201 -1.6665 0.3 -0.2 0.3 0.000
H 0.1270 3.1584 -0.6107 -0.1 0.6 0.5 0.000
H 0.8723 2.3893 -1.9630 0.4 0.2 -0.6 0.000
H 1.4039 -0.3007 -2.4495 0.0 0.1 0.0 0.000
H 2.9142 0.0925 -1.5523 -0.7 0.0 0.0 0.000
H 2.0089 -1.3197 -1.1774 0.1 -1.5 0.5 0.000
H 2.4790 2.0920 1.1006 1.9 1.9 -1.4 0.000
H 1.1574 1.8561 1.9628 -1.1 0.4 0.1 0.000
H 2.3429 0.8083 2.0997 0.3 -1.4 -0.3 0.000
```
Forces are in eV/Å.